Entry 1:
Below is a structure of composition C36H24Cl2N7O2PdS, with properties calculated with ωB97M-V/def2-TZVPD.

```
73
Properties=species:S:1:pos:R:3:mulliken_spin:R:1
N -4.71 2.32 -3.08 0.18
C -5.14 1.38 -2.20 0.19
C -4.20 -2.66 3.44 -0.01
C -1.00 0.78 -3.20 -0.01
C -4.73 -1.79 2.51 0.02
C -0.45 -1.35 -4.81 0.01
C -5.87 -0.50 -0.23 0.18
C -2.38 2.67 -2.50 0.02
H -7.37 -1.27 0.85 -0.02
H -3.47 4.33 -1.65 0.00
H 3.38 -0.07 3.09 0.00
H -6.12 -5.38 2.74 0.00
C -6.79 0.49 -0.71 0.07
N 0.62 0.07 1.20 -0.01
C 4.36 0.13 -1.93 0.00
C -2.59 3.71 -1.58 0.06
C -3.57 -1.71 -0.59 -0.01
H 2.44 0.14 -2.91 0.00
Cl -7.51 -3.99 0.70 0.01
C -4.70 -3.96 3.52 0.02
C 0.04 0.09 3.50 0.00
C -6.45 1.41 -1.65 -0.03
C -4.28 0.33 -1.79 0.08
C -1.41 -0.45 -5.21 -0.02
C -5.73 -2.19 1.64 -0.04
H -3.43 -2.32 4.12 0.00
C 1.38 0.02 3.84 0.00
C -3.35 2.25 -3.49 0.17
C 1.93 0.02 1.51 0.02
H 1.68 -0.01 4.87 0.00
C -1.74 0.62 -4.37 0.03
H -4.30 -4.64 4.26 0.00
H -1.77 4.77 0.10 0.00
C -1.22 1.91 -2.33 0.05
H -7.78 0.52 -0.28 0.00
H 4.71 0.02 1.42 0.00
S -5.19 1.33 -6.09 1.19
C -4.57 -0.59 -0.83 0.06
C 2.85 0.02 0.35 -0.02
C -0.56 3.09 -0.47 0.04
N -6.36 -1.30 0.73 0.26
H -0.18 -2.20 -5.43 0.00
Pd 0.21 -0.02 -0.77 0.67
C -6.23 -3.49 1.74 0.03
H -7.16 2.16 -1.96 0.00
N -0.14 -0.17 -2.78 0.01
C -5.72 -4.38 2.68 -0.01
H -3.69 -2.47 -1.36 0.01
H -1.34 0.14 1.83 0.00
C 0.12 -1.22 -3.55 -0.01
H -3.32 0.24 -2.28 0.02
C -0.31 0.10 2.16 0.01
H 4.92 0.18 -2.86 0.00
H 0.78 -1.98 -3.14 0.01
H -5.35 3.03 -3.41 -0.01
N -3.81 0.99 -5.49 0.57
C -1.66 3.95 -0.60 -0.01
O -1.77 -0.07 -0.47 0.06
H -0.74 0.12 4.25 0.00
H -1.93 -0.58 -6.15 -0.01
Cl -4.13 -0.16 2.45 0.00
N 2.24 0.04 -0.86 -0.03
N -0.36 2.09 -1.31 0.17
H 0.15 3.20 0.34 0.01
C 4.99 0.09 -0.70 0.00
C 2.34 -0.02 2.83 0.00
C -2.09 -1.33 -0.60 -0.02
H -3.73 -2.23 0.35 0.00
O -1.20 -2.17 -0.72 0.08
C 2.98 0.10 -1.97 0.00
C -2.99 1.39 -4.51 -0.05
C 4.23 0.04 0.45 0.00
H 6.07 0.11 -0.64 0.00
```

Its multiplicity is 5. The charge is +3. The value obtained for the largest force on an atom is 0.2 eV Å⁻¹.



Entry 2:
Below is a structure of composition C39H55Br2N10O7P2V, with properties calculated with ωB97M-V/def2-TZVPD.

```
116
Properties=species:S:1:pos:R:3:mulliken_spin:R:1
C -2.89 2.31 -0.03 0.08
Br -3.94 6.22 0.78 0.00
C 1.35 1.22 -5.22 0.00
H -1.12 2.63 -2.62 0.02
H -3.52 -4.40 2.25 0.00
H 3.41 -4.54 1.21 0.00
H 0.07 -4.53 4.38 0.00
C 0.94 2.44 -6.04 0.00
C 1.83 5.33 2.48 0.00
H 0.93 3.60 3.39 0.00
H 5.62 -1.47 3.73 0.00
H -1.56 0.60 -7.61 0.00
C 4.84 -0.85 3.30 0.00
C -0.44 2.23 -6.69 0.00
C 1.54 3.97 2.58 0.00
N -1.70 -4.37 3.26 0.00
H -4.92 -2.51 -0.87 0.00
P 0.37 -2.93 0.29 0.04
C -0.92 3.50 0.12 0.05
H 2.34 -5.55 0.23 0.00
C -3.20 -1.27 -0.58 0.08
C 4.12 -1.30 2.20 0.00
C 2.71 -3.13 -0.98 0.00
O 0.43 1.56 3.66 0.01
H 3.34 2.16 3.72 0.00
H -1.40 -4.87 5.30 0.00
H -0.79 -6.05 4.13 0.00
N 0.17 0.50 -4.73 0.01
N 1.93 -3.47 0.20 0.00
P -1.30 -2.87 2.69 0.01
H 0.91 3.33 -5.41 0.00
O -2.40 -2.32 1.88 0.00
N -2.69 -0.05 -0.39 -0.03
C 0.76 -1.73 4.17 0.00
H -1.02 5.59 0.55 0.00
C 2.82 3.57 0.60 0.00
H -2.61 -1.43 4.44 0.00
C 3.12 -0.51 1.65 0.00
N -0.72 -3.88 -0.52 0.00
H 1.96 1.50 -4.36 0.00
C -3.64 3.46 0.22 -0.01
C 1.69 1.58 1.64 -0.01
H 3.23 2.91 -0.16 0.00
H 0.16 3.47 0.06 0.02
H -1.42 -1.38 5.75 0.00
H 2.34 -2.20 -1.42 0.00
C -4.55 -1.51 -0.71 0.00
C 3.12 4.92 0.51 0.00
H 3.76 -2.98 -0.69 0.00
H 1.39 -2.24 3.45 0.00
C 2.38 -4.67 0.89 0.00
H 1.69 2.61 -6.81 0.00
H 1.44 6.01 3.23 0.00
C 2.84 0.75 2.18 0.00
C -0.92 -4.98 4.32 0.00
H -0.86 -5.34 0.98 0.00
C 2.61 5.81 1.44 0.00
N -1.55 2.34 -0.07 -0.09
C -2.96 4.65 0.43 0.02
O 0.29 -1.54 -0.22 -0.06
C -1.58 -1.18 4.69 0.00
C 0.42 3.89 -2.60 0.00
H -0.53 2.84 -7.59 0.00
Br -7.27 -0.67 -0.78 0.00
C -4.90 0.84 -0.39 -0.01
C -0.66 0.75 -7.02 0.00
H 0.97 -0.67 4.13 0.00
H 2.84 6.86 1.38 0.00
H -0.68 -2.62 -2.20 0.00
H 1.67 5.47 -2.42 0.00
C -0.08 0.40 -3.46 0.11
H -2.49 -2.08 -0.60 -0.02
H -0.15 -4.29 -2.53 0.00
H 2.52 -0.89 0.83 0.01
C 4.56 0.40 3.84 0.00
O -0.43 0.47 1.92 0.00
H 2.15 1.16 -0.27 0.00
C 0.44 1.19 2.50 0.01
H -1.97 -5.55 -0.37 0.00
N -0.65 -1.97 3.88 0.00
C 3.57 1.19 3.28 0.00
C -3.01 -4.96 3.03 0.00
H -5.58 1.68 -0.31 0.00
H 1.93 0.52 -5.83 0.00
H -0.26 -5.95 -0.58 0.00
H 0.17 0.38 -7.62 0.00
H -2.90 -6.00 2.71 0.00
H 4.32 -2.28 1.78 0.00
H 5.11 0.76 4.69 0.00
C -0.77 -0.05 -5.73 0.00
N -0.89 3.57 -2.88 0.00
O 1.27 3.03 -2.42 0.01
H -4.71 3.44 0.28 0.00
H -0.55 -1.11 -5.89 0.00
H -1.78 0.03 -5.32 0.00
H 3.75 5.27 -0.30 0.00
C -3.53 0.99 -0.28 0.02
H -1.87 -3.94 -2.28 0.00
H -3.62 -4.94 3.94 0.00
O 0.06 -3.19 1.81 0.00
H -1.23 2.56 -6.00 0.00
H -1.43 -0.12 4.49 0.00
C -1.58 4.68 0.38 -0.01
V -0.58 0.40 -0.16 2.81
C -0.95 -5.26 -0.10 0.00
H 1.76 -4.86 1.77 0.00
H 1.00 -2.10 5.17 0.00
H 2.68 -3.92 -1.73 0.00
H -1.60 4.26 -2.67 0.00
C 2.02 3.08 1.63 -0.01
N -0.30 0.31 -2.32 -0.05
O 1.37 1.18 0.29 -0.05
H 0.06 5.92 -2.86 0.00
C -5.41 -0.42 -0.62 0.02
C -0.85 -3.67 -1.96 0.01
N 0.70 5.22 -2.51 0.00
```

Its multiplicity is 4. The charge is +1. The value obtained for the largest force on an atom is 0.4 eV Å⁻¹.



Entry 3:
Below is a cluster of 8 separate species, C27H72Br2Cl2N6O6 in total in a non-equilibrium geometry, with properties calculated with ωB97M-V/def2-TZVPD.

```
115
Properties=species:S:1:pos:R:3:lowdin_charge:R:1
H 3.38 -0.55 2.06 0.12
H -1.21 -3.61 -2.42 0.08
H -1.19 -5.12 -4.80 0.08
O -1.53 -5.65 -2.77 -0.16
C 1.30 4.12 -0.88 -0.20
H -6.14 -0.41 3.56 0.09
Cl 0.65 -0.89 -7.20 0.52
H -1.24 3.62 1.36 0.05
H -0.06 -6.92 -0.76 0.08
C -1.26 4.43 -4.69 -0.15
H 1.55 3.06 -0.91 0.11
H -2.42 1.81 0.32 0.04
C -5.55 0.34 4.09 -0.11
C 4.44 1.03 2.99 -0.23
H -0.66 1.95 -4.17 0.07
C -0.74 -4.58 -2.26 -0.21
H -0.66 6.82 -2.49 0.09
H -4.96 2.12 1.93 0.13
H 1.85 -2.99 1.80 0.09
N 2.91 -0.66 4.09 0.06
H 0.50 -2.11 4.01 0.13
C -3.91 1.82 1.89 -0.40
O 5.55 0.21 2.84 -0.18
H -2.18 2.29 2.93 0.07
H -1.46 -3.36 3.25 0.11
C 3.18 0.14 2.88 -0.39
H 7.64 0.24 2.63 0.09
H -0.37 2.87 -2.96 0.02
H 1.12 -0.28 -4.96 0.01
H 1.66 1.51 3.51 0.08
C 0.66 -0.09 -1.25 -0.63
C -0.52 6.41 -3.49 -0.11
H 0.48 -3.83 1.62 0.04
C -0.79 -3.91 3.91 -0.18
H -1.09 -3.75 4.94 0.12
C 1.36 -1.12 -5.61 -1.04
C -3.77 0.35 2.51 -0.21
C -0.08 4.26 -0.32 -0.39
H 0.18 -4.43 -2.82 0.08
H 6.90 1.75 2.40 0.08
H 0.67 -6.16 0.53 0.07
C -2.18 -5.87 4.03 -0.09
H -1.20 -5.03 0.98 0.04
H 1.03 2.12 -6.10 0.06
H 0.86 4.34 -4.58 0.11
H 4.04 4.73 -1.29 0.08
H 1.71 -4.84 3.86 0.07
C -0.25 -1.25 -1.76 -0.62
H 3.80 -1.04 4.38 0.07
H -5.97 1.31 3.84 0.08
H 4.37 1.68 3.87 0.13
H -2.92 -5.01 -4.10 0.09
C 0.11 3.59 -4.82 -0.42
H -3.37 2.74 3.76 0.08
H 1.49 -6.04 -0.97 0.08
H 4.03 3.40 -0.14 0.08
Br 2.60 -0.42 -1.63 0.56
H 0.59 3.67 -6.96 0.08
H -3.88 2.71 -0.03 0.08
N -1.13 3.71 -1.20 0.06
C -0.27 -4.74 -0.78 -0.45
C 0.82 -2.95 2.16 -0.09
C -3.50 1.80 0.44 -0.11
H -2.15 -5.23 -0.21 0.08
O -1.43 5.35 -3.59 -0.23
N 0.07 2.55 -3.81 0.04
H 2.48 -1.55 3.86 0.01
H 2.12 1.70 1.69 0.06
O 2.30 4.62 0.01 -0.19
C -0.23 3.46 1.00 -0.06
H 0.41 0.86 -1.71 0.02
Cl 0.87 -2.65 -4.90 0.56
H -2.17 -6.45 -4.53 0.08
N 1.68 -3.89 4.20 0.04
H 0.49 3.84 1.72 0.08
H -2.17 -6.29 5.04 0.08
O -4.18 0.33 3.83 -0.20
H 0.39 -3.91 -0.53 0.10
H -2.01 3.62 -0.72 0.05
H -1.29 4.34 -1.98 0.04
H 0.10 -2.23 -1.44 0.01
H 4.52 1.78 2.20 0.11
H 0.53 6.15 -3.62 0.08
H -2.96 -5.11 4.01 0.08
C 6.81 0.84 2.99 -0.11
H -1.47 4.92 -5.63 0.12
H 1.34 4.41 -1.93 0.11
H -2.47 -6.65 3.33 0.08
H -0.34 -1.23 -2.85 0.01
C 0.55 -3.11 3.59 -0.40
N -3.12 2.63 2.79 0.04
C 1.94 1.07 2.55 -0.05
H -2.71 0.12 2.55 0.12
N -1.41 -4.61 0.08 0.06
H -2.12 3.81 -4.46 0.13
H -4.35 -0.38 1.95 0.12
O -0.94 -5.30 3.59 -0.21
C -1.94 -5.48 -4.09 -0.12
H 2.45 -1.13 -5.75 0.03
H -3.98 1.04 -0.18 0.05
H 0.29 -2.18 1.60 0.08
H 4.09 5.16 0.38 0.09
Br -2.08 -1.01 -0.98 0.66
H -0.04 2.39 0.90 0.06
H 1.41 -4.05 5.16 0.07
C 3.69 4.42 -0.31 -0.08
H -0.33 5.29 -0.07 0.14
H 7.03 1.14 4.02 0.09
H -0.80 7.25 -4.12 0.09
H -0.63 2.47 -6.40 0.08
C 0.49 -6.01 -0.53 -0.06
C 0.33 2.95 -6.18 -0.06
H -5.72 0.24 5.17 0.09
H 0.55 -0.01 -0.17 0.02
H 1.15 0.38 2.25 0.05
```

Its multiplicity is 1. As for the SMILES: COC[C@H](C)N.COC[C@H](C)N.COC[C@H](C)N.COC[C@H](C)N.COC[C@H](C)N.COC[C@H](C)N.BrCCBr.ClCCl. The value obtained for the largest force on an atom is 3.3 eV Å⁻¹.



Entry 4:
Below is a structure of composition C6H24FN12O6 in a non-equilibrium geometry, with properties calculated with ωB97M-V/def2-TZVPD.

```
49
Properties=species:S:1:pos:R:3:nbo_charge:R:1
O -1.05 2.19 -3.76 -0.70
C 2.01 -1.03 1.68 0.77
C -0.21 1.94 2.51 0.75
H 2.82 -2.24 0.34 0.40
O 1.04 -2.33 -2.77 -0.66
O -3.90 1.42 0.91 -0.73
H 1.60 -1.08 -0.27 0.37
F 0.13 0.30 -0.16 -0.61
N -1.45 -2.95 2.16 -0.84
H 0.34 3.11 -1.94 0.41
N 1.88 -0.58 -1.64 -0.82
N 0.16 2.11 -1.95 -0.84
O 2.54 -1.47 2.69 -0.74
C -1.08 -2.46 1.02 0.74
H -1.18 -0.23 -3.26 0.42
N -2.05 1.96 -0.30 -0.85
H 1.06 -0.33 -1.11 0.40
H -2.67 -0.76 0.91 0.41
C -0.55 1.58 -2.83 0.74
H -1.72 -3.92 2.16 0.40
H -1.21 1.59 -0.72 0.39
H -0.24 -0.67 0.41 0.38
H -1.11 -2.40 2.94 0.38
H 0.40 1.47 -1.20 0.38
H 0.88 3.19 1.45 0.41
O -1.25 -3.09 0.00 -0.70
H 3.13 -2.00 -4.11 0.40
H -0.42 -0.91 2.09 0.42
N 1.11 -0.04 1.74 -0.91
H 2.74 -0.05 -1.61 0.39
H -1.28 -0.11 0.06 0.40
N 0.34 2.33 1.38 -0.87
N 2.13 -1.52 0.47 -0.84
N -0.69 0.32 -2.57 -0.83
N -0.55 -1.27 1.16 -0.89
N -2.22 -0.02 0.40 -0.84
H 3.54 -0.59 -3.28 0.36
H -0.38 -0.04 -1.68 0.38
H -1.20 0.60 1.39 0.42
H -2.24 2.93 -0.11 0.41
C -2.79 1.13 0.38 0.77
H 0.59 0.27 0.93 0.40
H 0.15 1.77 0.56 0.39
N 2.90 -1.36 -3.37 -0.82
C 1.86 -1.46 -2.59 0.75
H -1.88 0.85 2.96 0.41
O 0.04 2.30 3.62 -0.68
H 1.06 0.47 2.61 0.40
N -1.17 1.08 2.28 -0.90
```

Its multiplicity is 1. The charge is -1. The value obtained for the largest force on an atom is 8.3 eV Å⁻¹.



Entry 5:
Below is a cluster of 2 separate species, C5H9BrO in total in a non-equilibrium geometry, with properties calculated with ωB97M-V/def2-TZVPD.

```
16
Properties=species:S:1:pos:R:3:nbo_charge:R:1
C -0.48 -0.75 0.48 0.01
C -1.44 -0.46 1.37 -0.24
H 1.32 -1.98 0.31 0.22
C 1.15 2.53 -1.09 0.28
Br -3.08 0.43 0.78 -0.03
O 0.62 2.07 -0.13 -0.49
C -0.56 -0.60 -0.97 -0.64
H -0.64 -1.53 -1.54 0.23
H -1.21 0.08 -1.43 0.24
H 0.42 -2.09 1.83 0.22
H 1.26 -0.60 1.39 0.23
H 0.68 3.24 -1.77 0.11
H 0.54 -0.33 -1.25 0.20
H -1.42 -0.73 2.37 0.21
H 2.13 2.17 -1.38 0.10
C 0.71 -1.45 1.02 -0.64
```

Its multiplicity is 1. As for the SMILES: CC(C)=CBr.C=O. The value obtained for the largest force on an atom is 3.8 eV Å⁻¹.



Entry 6:
Below is a structure of composition C3H12Cl3O3V in a non-equilibrium geometry, with properties calculated with ωB97M-V/def2-TZVPD.

```
22
Properties=species:S:1:pos:R:3:nbo_charge:R:1
H 24.42 9.22 14.68 0.18
H 22.06 9.35 12.81 0.13
H 25.17 8.51 10.16 0.20
O 25.21 8.35 13.01 -0.74
V 24.05 6.28 12.73 1.03
H 25.89 10.00 13.89 0.16
C 24.91 9.53 13.76 -0.43
H 24.01 9.63 10.71 0.14
H 21.72 6.94 14.14 0.49
C 24.09 8.63 10.26 -0.37
C 21.69 8.69 13.59 -0.64
H 21.91 9.18 14.54 0.16
H 20.61 8.60 13.42 0.16
H 24.24 10.07 13.09 0.16
O 23.36 7.65 10.99 -0.74
H 26.14 8.46 12.79 0.49
H 22.44 7.94 10.94 0.48
O 22.19 7.40 13.45 -0.74
Cl 22.43 4.40 11.97 -0.76
Cl 26.09 5.57 11.37 -0.75
Cl 24.72 5.52 15.00 -0.74
H 23.67 8.71 9.26 0.15
```

Its multiplicity is 5. The charge is -2. The value obtained for the largest force on an atom is 1.6 eV Å⁻¹.



Entry 7:
Below is an isolated molecule of C4H8O, with properties calculated with ωB97M-V/def2-TZVPD.

```
13
Properties=species:S:1:pos:R:3:nbo_charge:R:1
H 2.12 -0.75 -0.06 0.21
H 0.84 -1.14 -1.22 0.21
H 0.94 -2.01 0.32 0.21
H 0.13 2.25 0.33 0.17
H 0.65 1.44 -1.17 0.17
H -2.01 -0.07 1.04 0.17
H -1.62 -1.01 -0.43 0.17
C 0.16 0.01 0.48 -0.27
C 1.07 -1.03 -0.15 -0.61
C 0.02 1.34 -0.28 -0.05
H 0.38 0.13 1.55 0.20
C -1.34 -0.13 0.17 -0.05
O -1.35 1.08 -0.60 -0.54
```

Its multiplicity is 1. As for the SMILES: CC1COC1. The value obtained for the largest force on an atom is 0.4 eV Å⁻¹.



Entry 8:
Below is a cluster of 2 separate species, C2H4Si in total in a non-equilibrium geometry, with properties calculated with ωB97M-V/def2-TZVPD.

```
7
Properties=species:S:1:pos:R:3:nbo_charge:R:1
C -1.26 -1.32 -2.71 -0.50
H 2.14 0.52 1.14 -0.16
H -1.82 -1.63 -3.55 0.23
H 0.11 -0.03 2.44 -0.16
C -0.63 -0.86 -1.80 -0.12
Si 0.71 0.64 1.31 0.84
H 0.03 1.78 0.74 -0.14
```

Its multiplicity is 1. The value obtained for the largest force on an atom is 2.0 eV Å⁻¹.



Entry 9:
Below is a structure of composition C2H4F3HgNO5S2 in a non-equilibrium geometry, with properties calculated with ωB97M-V/def2-TZVPD.

```
18
Properties=species:S:1:pos:R:3:nbo_charge:R:1
S 0.73 0.19 -1.28 2.19
O 1.13 0.71 -2.58 -0.88
H -0.45 -1.02 2.60 0.26
O -2.34 -0.26 -1.13 -1.06
S -1.47 -1.48 -0.76 1.65
F 2.96 -1.13 -0.97 -0.30
H -2.60 -1.22 2.95 0.24
C -1.53 -1.05 2.76 -0.03
O 0.03 1.19 -0.39 -1.08
F 2.09 -0.43 0.88 -0.31
H -2.83 1.19 2.78 0.48
C 2.33 -0.13 -0.38 0.75
O -1.40 -1.13 0.81 -1.11
Hg -1.74 0.88 0.46 1.64
H -1.33 -1.67 3.65 0.12
O -2.04 0.90 2.32 -1.08
F 3.08 0.96 -0.45 -0.30
N 0.05 -1.23 -1.35 -1.18
```

Its multiplicity is 1. The value obtained for the largest force on an atom is 6.1 eV Å⁻¹.



Entry 10:
Below is a structure of composition C4H5N4O2 in a non-equilibrium geometry, with properties calculated with ωB97M-V/def2-TZVPD.

```
15
Properties=species:S:1:pos:R:3:nbo_charge:R:1
H -0.29 0.81 2.37 0.48
H -0.65 -2.19 -0.72 0.26
N 0.20 0.76 1.47 -0.82
C 0.39 1.76 0.77 0.95
H -2.01 1.66 -3.05 0.38
N -1.10 0.60 -1.77 0.04
H -1.07 -1.25 0.47 0.23
O 0.54 2.69 0.13 -0.32
C -0.36 -1.32 -0.32 -0.26
C -0.32 -0.15 -1.22 0.03
N -1.52 1.64 -2.14 -0.38
O 2.11 -0.61 2.14 -0.39
N 0.99 -1.51 0.37 -0.60
C 1.35 -0.73 1.30 0.93
H 1.75 -2.14 0.19 0.47
```

Its multiplicity is 1. The charge is +1. The value obtained for the largest force on an atom is 4.7 eV Å⁻¹.



Entry 11:
Below is a cluster of 2 separate species, H4N2O2P in total in a non-equilibrium geometry, with properties calculated with ωB97M-V/def2-TZVPD.

```
9
Properties=species:S:1:pos:R:3:nbo_charge:R:1
H -1.93 -0.84 0.40 0.37
H -1.58 0.61 0.20 0.35
H -3.18 0.43 0.47 0.35
P 2.22 -0.07 -0.11 2.29
O 2.15 1.07 0.82 -1.15
H 0.14 -0.02 -0.54 0.33
N -2.28 0.04 0.03 -1.07
N 0.93 -0.43 -0.97 -1.35
O 3.52 -0.78 -0.30 -1.12
```

Its multiplicity is 1. The charge is -1. The value obtained for the largest force on an atom is 5.9 eV Å⁻¹.



Listing relative energy (zero: lowest compared OMol25 entry of this formula, charge and spin) for the structures above in their given order: 56.3; 47.0; 144.6; 1385.8; 34.6; 0.0; 114.6; 488.3; 144.4; 0.0; 184.8 kJ/mol.
Listing E for the structures above in their given order: -91582.5527; -254925.2038; -215516.6855; -39491.4109; -77418.9279; -72704.6921; -6323.9804; -10008.8053; -47853.5907; -14272.7172; -16431.6002 eV.